(1)
This record from the OMol25 dataset describes the molecule C4H9NO2. The level of theory is ωB97M-V with the def2-TZVPD basis set.

XYZ file:
```
16
Properties=species:S:1:pos:R:3:forces:R:3
H 1.5645 0.9911 -1.3249 -0.129 -0.174 0.168
H -0.6865 -0.4490 1.4223 -0.111 0.142 0.010
H -2.0893 0.4307 1.9474 0.108 0.039 -0.050
H 0.9457 1.4165 0.2623 -0.097 -0.118 -0.219
C -0.4822 0.3416 -0.9686 -0.102 -0.104 -0.083
C 0.9582 0.6191 -0.4900 0.043 -0.167 0.085
C 1.6493 -0.6334 0.1382 0.207 0.308 -0.063
H 2.1190 -0.3469 1.0823 0.032 -0.070 -0.162
H 0.1575 -1.8124 -0.2749 0.404 -0.299 0.357
H 2.4390 -1.0107 -0.5275 -0.205 0.039 0.081
N -1.3310 0.3230 1.2906 -0.185 -0.037 -0.012
O 0.7555 -1.6867 0.4777 -0.173 0.034 -0.082
O -2.4952 1.4909 -0.2822 0.326 -0.157 0.115
C -1.5470 0.7925 0.0244 -0.107 -0.072 -0.055
H -0.6555 -0.7407 -1.0898 -0.069 0.413 -0.266
H -0.7079 0.7649 -1.9460 0.057 0.223 0.177
```
Positions in Å, forces in eV/Å.

Its total charge is 0. The structure (SMILES) is NC(=O)CCCO. As for the LUMO energy: 0.72 eV. The value obtained for the relative energy (zero: lowest compared OMol25 entry of this formula, charge and spin) is 0.902 eV. The total energy comes out at -9879.1588 eV. For the HOMO-LUMO gap, the calculation gives 10.440 eV.

(2)
This record from the OMol25 dataset describes the molecule C6H11N3O in a non-equilibrium geometry. The level of theory is ωB97M-V with the def2-TZVPD basis set.

XYZ file:
```
21
Properties=species:S:1:pos:R:3:forces:R:3
H -0.8886 -2.4627 -0.5752 0.488 -0.768 -0.004
H -2.8515 -0.8614 0.9225 0.120 1.560 0.413
H -2.2087 -2.5014 1.1791 -0.808 1.276 -0.251
N 0.8584 1.2812 0.2121 -0.586 1.304 -0.432
C -0.3989 -0.5380 -0.1879 1.704 -0.394 -0.317
H -2.4881 1.5489 -0.4756 -0.539 -0.373 -0.205
C 1.1884 -0.9327 0.0944 -2.810 1.489 -0.666
C 3.2110 0.3999 -0.0219 -0.529 -0.946 -1.638
H 1.2215 2.1842 -0.0218 -0.042 0.280 -0.409
H -1.3413 2.6428 -1.1439 0.509 1.253 -1.688
H 3.6836 0.6734 0.8289 1.610 0.956 2.904
C -0.4303 0.8595 -0.2727 0.891 -1.701 1.326
O 1.7496 -2.0037 0.1628 -0.341 -0.514 -0.168
C -2.4921 -1.6949 0.3976 1.926 -3.009 3.445
N 1.8171 0.2841 0.1802 -2.540 -0.889 -0.307
H 3.4234 -0.6501 -0.1880 0.813 -0.097 -0.334
N -1.3567 -1.6081 -0.4136 2.199 4.070 -1.334
H -1.5007 2.5010 0.5576 0.013 0.518 0.716
H 3.6005 1.0420 -0.8117 -0.649 -0.033 -0.450
H -3.2827 -2.1415 -0.0513 -2.558 -1.074 -1.953
C -1.5141 1.9774 -0.3717 1.128 -2.908 1.351
```
Positions in Å, forces in eV/Å.

Its total charge is 0. The structure (SMILES) is CNc1c(C)[nH]n(C)c1=O. As for the LUMO energy: 0.81 eV. The value obtained for the relative energy (zero: lowest compared OMol25 entry of this formula, charge and spin) is 3.575 eV. The total energy comes out at -12915.4703 eV. For the HOMO-LUMO gap, the calculation gives 8.120 eV.

(3)
This record from the OMol25 dataset describes a structure of composition C20H49MgO13S6 in a non-equilibrium geometry. The level of theory is ωB97M-V with the def2-TZVPD basis set.

XYZ file:
```
89
Properties=species:S:1:pos:R:3:forces:R:3
C -0.3046 4.1030 -0.0328 -0.540 -0.801 -0.192
H 0.8429 0.5320 3.1622 -0.115 -0.104 0.044
H -1.6182 -0.9594 2.2624 0.147 0.131 0.077
H 1.7090 4.8455 -0.5609 0.054 -0.084 0.076
C -2.6724 -0.7645 2.4434 0.252 -0.028 -0.076
H 1.9379 1.8306 5.1707 -0.012 -0.118 -0.029
S 3.4855 0.2748 -1.0846 -0.148 0.812 -0.640
H 2.7409 3.0666 4.1345 -0.042 -0.058 -0.052
S -3.5711 -1.9409 1.4430 -0.052 0.512 0.329
H -4.0761 1.1807 0.5056 0.184 0.074 -0.249
H -2.9251 -0.8550 3.4977 -0.043 -0.044 -0.010
H -1.2660 3.1654 -1.7623 -0.167 0.215 0.183
C 1.2535 -1.2803 -3.3250 0.308 -0.227 0.374
H 0.6874 -2.3010 1.5389 -0.085 -0.341 -0.068
C -0.9683 6.2738 -0.3273 1.694 -2.753 0.450
C -0.3007 0.7983 -3.9308 -0.163 -0.175 0.320
O -1.2617 5.1098 0.3186 0.373 -0.016 0.008
H 0.3454 -5.1489 0.0908 -0.216 0.111 0.035
H 4.1470 -1.0485 1.1105 -0.107 -0.877 0.573
H -5.9559 0.5316 -2.8488 0.127 -0.073 -0.030
C -4.7926 1.1831 -0.3153 -0.023 0.200 0.567
O -3.2095 0.1616 -2.0474 -0.007 -0.325 -1.046
C 4.1564 -1.8619 1.8381 -0.991 -0.255 -0.137
H 2.0834 -0.7098 -3.7375 -0.048 0.177 0.005
H 0.3348 1.3219 -4.6354 0.025 0.108 -0.101
H 5.7008 0.6264 -0.2884 0.103 0.093 -0.124
O 0.2428 6.2004 -0.9038 0.397 -0.252 -0.621
H -0.0182 0.9566 -2.8899 0.053 0.032 -0.008
O 4.6085 -1.3901 3.0984 -0.537 0.146 0.995
H -3.1404 -4.2182 1.4471 0.112 -0.208 0.314
H 1.1854 0.7051 -0.7678 0.055 0.253 -0.081
S -1.2511 -4.7100 -1.6399 -0.286 -0.554 0.015
H 2.1545 2.1938 -0.5831 0.026 0.077 0.126
H 4.7843 -2.6637 1.4639 0.245 0.014 0.122
O 3.2780 -1.1502 -0.7413 0.306 -0.561 -0.700
H -0.7813 -5.6812 -3.7724 0.027 -0.082 0.123
C 4.7077 0.9060 0.0455 0.124 0.271 0.609
S -0.2530 -0.9652 -4.2312 0.718 0.281 -0.201
H 1.0190 -1.0322 -2.2857 0.050 0.207 -0.168
H 0.6633 4.4231 -1.9292 0.003 0.405 -0.107
H -5.2528 0.1966 -0.3459 -0.183 0.090 -0.127
H 1.5450 -2.3295 -3.3227 -0.230 -0.073 -0.366
H 2.7914 -3.4635 2.3489 -0.162 0.242 0.327
C 2.0921 1.1332 -0.3422 0.480 -0.096 -0.238
O -1.6466 7.1960 -0.3707 -2.476 3.189 0.052
H 4.5903 1.9855 0.1437 0.201 0.007 -0.231
O -3.2137 -1.5355 0.0394 -0.646 -0.411 0.096
O -1.3589 -3.2868 -1.2029 0.038 0.189 0.152
H -0.5400 2.0076 -0.6837 -0.253 0.080 0.288
H -2.0341 2.8827 -0.1858 -0.030 -0.251 0.062
O 3.5505 -0.6580 4.9815 0.288 0.238 0.516
H 0.1709 3.6617 0.8471 -0.085 0.629 0.270
C 1.6697 -2.1057 1.1110 -0.211 0.380 0.309
H 0.2149 -4.2198 -3.4772 0.069 -0.003 0.104
H 0.2895 -0.5923 -0.3522 0.078 -0.622 0.424
O -1.3212 -1.5057 -3.3419 -0.811 -0.757 -0.610
C 1.8373 2.7972 4.6832 0.281 0.438 0.235
H -2.9108 0.2274 2.0717 -0.089 0.036 0.098
H -2.3349 -3.4320 2.8883 -0.324 -0.073 0.150
C 0.9555 1.4444 2.5806 0.169 0.088 0.365
H 1.6817 -1.0449 0.8490 0.018 -0.379 0.238
H 0.3647 1.4128 1.6677 -0.072 -0.064 0.049
S -3.9440 1.4451 -1.8634 -0.418 0.439 0.755
H 1.8421 -2.6503 0.1840 -0.170 -0.100 0.192
H 2.1340 0.9425 0.7293 0.010 0.162 -0.487
H -1.3526 1.0581 -4.0273 0.019 0.167 -0.250
H 4.5362 0.4565 1.0286 0.095 0.527 -0.227
C 3.5315 -1.2001 3.9363 -0.212 -0.248 -1.312
H 1.6478 3.5729 5.4242 0.030 -0.074 0.089
H -5.5001 1.9885 -0.1238 -0.112 -0.078 -0.118
H -6.0792 2.2434 -2.4165 0.053 0.167 -0.092
H -1.5111 -4.0630 -3.8420 0.025 -0.069 -0.061
Mg -2.0281 -1.3892 -1.5419 0.566 0.382 0.902
C -5.4372 1.4894 -2.8670 0.205 -0.327 -0.017
O -0.6868 2.2566 4.4541 -0.656 -0.092 0.092
S 0.4054 2.8051 3.6249 0.255 -0.115 -0.122
C -0.7609 -4.6798 -3.3464 -0.237 0.165 -0.468
O -0.5639 -0.5208 -0.7459 -0.090 0.809 -0.138
C -2.5809 -3.3679 1.8337 0.213 -0.216 -0.645
H 2.0189 1.5818 2.3757 -0.158 0.122 -0.003
H 1.1309 -4.9495 -1.4966 0.029 0.059 0.019
C -1.0808 2.9617 -0.6996 0.617 0.240 -0.545
O 2.3797 -1.6626 3.3486 0.995 -0.269 -0.006
C 0.6844 4.8604 -0.9253 0.362 -0.553 0.123
C 0.2663 -5.3521 -0.9739 0.236 -0.358 0.031
H -5.1556 1.7779 -3.8754 -0.089 -0.039 -0.071
H 0.1968 -6.4340 -1.1117 0.181 0.032 -0.034
H -1.6648 -3.2672 1.2515 0.050 0.105 0.005
C 2.7291 -2.3841 2.1488 0.351 0.098 -0.479
```
Positions in Å, forces in eV/Å.

Its total charge is +1. As for the LUMO energy: -1.99 eV. The total energy comes out at -118602.6940 eV. For the HOMO-LUMO gap, the calculation gives 8.917 eV.

(4)
This record from the OMol25 dataset describes the molecule C9H7NO in a non-equilibrium geometry. The level of theory is ωB97M-V with the def2-TZVPD basis set.

XYZ file:
```
18
Properties=species:S:1:pos:R:3:forces:R:3
O -1.7037 1.0409 -0.0963 1.364 1.274 0.236
H -3.9341 -1.1295 0.1409 -5.485 -2.958 0.478
C 1.1437 1.2100 0.0406 -1.373 -1.203 0.459
H 3.0511 -1.9575 -0.0903 1.474 -4.335 -0.215
H -3.8198 1.5075 -0.0443 1.443 -0.211 -0.205
H 0.5608 2.1516 0.1350 0.636 -0.879 -0.227
C -2.9828 0.7763 -0.0733 -3.204 -3.549 0.417
C 0.4861 -0.0624 -0.0492 -2.477 3.891 1.033
H 4.1624 -0.0611 -0.0483 2.741 -0.076 -0.054
H 3.0149 2.1610 0.0265 -0.305 -1.929 0.702
H -1.6821 -2.1947 0.2366 1.123 -2.967 0.286
C -3.1236 -0.6299 0.0380 4.312 4.923 -0.684
C 2.5102 1.1249 0.1279 -1.073 6.626 -1.229
C -1.0337 -0.1065 0.0543 3.154 -1.721 -1.091
C 2.4394 -1.1792 -0.0606 -1.935 3.634 0.026
C -1.8370 -1.2143 0.0788 -1.248 4.759 0.030
N 1.1125 -1.1750 -0.0616 0.846 -3.182 -0.179
C 3.1459 -0.0155 -0.0157 0.006 -2.096 0.215
```
Positions in Å, forces in eV/Å.

Its total charge is 0. The structure (SMILES) is c1ccc(-c2ccco2)nc1. As for the LUMO energy: 0.94 eV. The value obtained for the relative energy (zero: lowest compared OMol25 entry of this formula, charge and spin) is 2.526 eV. The total energy comes out at -12981.6431 eV. For the HOMO-LUMO gap, the calculation gives 9.089 eV.

(5)
This record from the OMol25 dataset describes a structure of composition C3H4FO2Yb in a non-equilibrium geometry. The level of theory is ωB97M-V with the def2-TZVPD basis set.

XYZ file:
```
11
Properties=species:S:1:pos:R:3:forces:R:3
C -0.0718 0.2283 -0.0439 2.645 2.039 -0.491
H -2.9377 0.2514 0.0069 -0.203 0.246 0.179
C -2.1976 -0.4792 0.3592 0.977 -0.699 -0.528
H -1.6400 -2.3842 -0.6083 -0.095 -0.086 -0.133
Yb 2.3218 0.2454 0.7252 -0.034 0.277 -0.115
F -0.3545 1.3493 -0.9156 -0.151 -1.506 0.981
O -0.2263 -0.9097 -0.8168 -1.446 -0.559 -0.037
H -2.6389 -1.0938 1.1517 -0.161 0.151 0.071
C -1.6062 -1.3039 -0.7897 -0.072 0.986 0.710
O -1.0589 0.1995 0.9079 -1.546 -0.598 -0.368
H -2.0751 -1.0691 -1.7536 0.087 -0.252 -0.268
```
Positions in Å, forces in eV/Å.

Its total charge is +2. As for the LUMO energy (alpha / beta): -9.69 / -13.04 eV. The spin multiplicity is 2. The total energy comes out at -41495.2858 eV. For the HOMO-LUMO gap (alpha / beta), the calculation gives 8.526 / 4.920 eV.

(6)
This record from the OMol25 dataset describes a structure of composition C16H16F7MoN3O9Sb. The level of theory is ωB97M-V with the def2-TZVPD basis set.

XYZ file:
```
53
Properties=species:S:1:pos:R:3:forces:R:3
C 0.8658 3.2747 0.5660 -0.011 -0.016 -0.015
O -5.2181 -2.8390 -0.0768 -0.014 -0.012 0.001
F -0.4522 2.1171 3.0536 0.007 -0.018 -0.010
H -1.8068 1.2455 -2.5818 0.015 0.005 -0.015
C 1.2808 -3.0094 -0.1276 -0.056 -0.039 0.116
N 1.5735 2.2437 0.1120 0.029 -0.036 0.054
F -1.6360 -0.1082 2.3334 0.013 0.023 0.012
O -1.3603 -0.4831 -0.4164 -0.010 -0.235 0.187
H 2.5531 -4.2397 1.0261 -0.001 -0.001 -0.005
H 1.8194 -2.9236 1.9514 0.011 0.010 0.006
C -0.5790 2.9185 0.5748 -0.012 0.001 0.099
H -3.0828 -1.8010 0.7019 0.003 0.017 -0.007
C -4.5013 -2.2030 -0.7804 0.030 0.027 -0.004
C -0.3060 -0.3093 -2.8330 -0.133 0.022 -0.207
O 4.7667 1.0442 -0.5571 -0.029 0.005 0.004
F 1.3732 0.7344 4.3287 -0.003 0.001 -0.012
O -0.8607 1.7809 0.2029 -0.041 -0.094 -0.198
H -0.7075 -3.5453 -0.7763 0.001 0.005 -0.001
C 3.4928 1.0709 -0.3498 0.026 0.009 0.015
H 3.3237 5.5037 1.1576 0.001 -0.001 0.000
H 0.1799 -4.8058 0.0722 0.013 0.001 -0.001
C 2.2699 -3.1869 0.9943 -0.010 0.005 -0.007
C -1.7276 0.2340 -2.9767 -0.004 0.019 0.055
C 1.4540 4.4646 0.9559 -0.007 -0.005 -0.011
C 2.8956 2.3578 0.0522 0.006 0.063 0.010
O 2.7434 0.0984 -0.4409 0.271 -0.113 -0.048
H -0.4895 -3.4613 1.0013 0.004 -0.008 0.003
H 0.8640 5.2882 1.3363 0.002 0.002 0.000
F -5.7803 -2.3497 -2.7657 -0.014 -0.005 -0.006
C -2.4057 -0.9234 -0.9817 0.229 0.210 0.038
C -0.0263 -3.7351 0.0526 -0.031 0.013 -0.028
C -3.8145 -1.1425 -2.8842 0.000 -0.003 -0.002
C 2.8345 4.5859 0.8610 0.001 -0.003 0.004
O 0.0495 -1.3543 -3.2683 0.002 0.020 0.034
F 0.8903 0.2992 1.7755 -0.165 -0.008 -0.130
O 0.9454 -1.5374 -0.1770 -0.059 0.143 -0.252
Sb -0.2594 0.2968 3.5564 -0.039 -0.004 0.077
C -4.6931 -1.8769 -2.2008 0.015 0.006 0.012
F -1.3281 0.3616 5.0542 0.014 0.001 0.007
H -1.2325 4.5904 1.2376 0.002 0.004 -0.002
H -3.9503 -0.8997 -3.9277 -0.009 -0.008 0.000
H -1.9963 0.2313 -4.0302 0.033 -0.002 -0.012
O -1.5268 3.7366 0.8862 0.006 -0.021 -0.018
H 1.7147 -3.1668 -1.1149 0.008 0.001 0.006
N -3.2797 -1.6516 -0.2835 -0.050 -0.035 -0.021
N -2.6576 -0.6500 -2.2683 0.001 -0.066 -0.027
H 5.0855 0.1573 -0.8060 0.000 -0.008 -0.001
F 0.1830 -1.5183 3.5528 0.003 0.000 -0.008
Mo 0.5729 0.1355 -0.2294 0.120 0.269 -0.043
H 4.6573 3.5473 0.3265 0.000 0.004 -0.001
C 3.5791 3.5089 0.3992 -0.002 -0.008 0.001
H 3.1716 -2.6002 0.8310 0.002 0.007 0.011
O 0.5384 0.4939 -2.0993 -0.168 -0.144 0.343
```
Positions in Å, forces in eV/Å.

Its total charge is +2. As for the LUMO energy (alpha / beta): -8.35 / -8.37 eV. The value obtained for the relative energy (zero: lowest compared OMol25 entry of this formula, charge and spin) is 0.000 eV. The spin multiplicity is 2. The total energy comes out at -67155.9101 eV. For the HOMO-LUMO gap (alpha / beta), the calculation gives 6.881 / 6.868 eV.

(7)
This record from the OMol25 dataset describes a cluster of 2 separate species, C4H14N in total in a non-equilibrium geometry. The level of theory is ωB97M-V with the def2-TZVPD basis set.

XYZ file:
```
19
Properties=species:S:1:pos:R:3:forces:R:3
H 0.0833 2.2010 -0.6086 0.020 -0.032 -0.406
H -1.0130 -2.8949 0.0391 0.120 -0.520 0.184
H -0.5513 -4.3589 -1.0292 -1.003 -0.431 -0.387
C -1.4301 1.0451 1.1765 -0.237 -0.379 -0.031
H 0.1450 0.4894 -1.0916 -0.079 -0.081 0.162
H 0.4209 0.0456 1.3187 -0.089 -0.006 0.133
C -0.8457 -3.1487 -1.0058 0.348 1.978 0.229
C 2.0490 1.3300 -0.3662 -0.295 0.238 -0.239
H -1.7238 0.7256 2.1697 0.106 0.229 0.221
H -0.0441 -2.5811 -1.4678 0.029 -0.038 -0.105
H -1.9361 0.3978 0.4718 0.079 -0.100 -0.284
H 2.5083 0.4164 -0.0026 0.157 -0.138 -0.020
N 0.0459 0.9412 1.0082 -0.022 0.148 -0.256
H 0.4667 1.6467 1.6182 0.156 -0.090 0.032
H -1.7192 2.0667 0.9717 -0.079 0.172 0.125
C 0.5377 1.2340 -0.4023 0.153 0.578 0.726
H -1.7574 -3.2745 -1.6909 0.416 -1.399 -0.097
H 2.4105 1.5499 -1.3659 0.127 -0.114 -0.101
H 2.3536 2.1688 0.2571 0.093 -0.016 0.115
```
Positions in Å, forces in eV/Å.

Its total charge is +2. As for the LUMO energy (alpha / beta): -7.56 / -16.30 eV. The value obtained for the relative energy (zero: lowest compared OMol25 entry of this formula, charge and spin) is 1.880 eV. The spin multiplicity is 2. The total energy comes out at -5842.4365 eV. For the HOMO-LUMO gap (alpha / beta), the calculation gives 12.619 / 3.884 eV.

(8)
This record from the OMol25 dataset describes a structure of composition ClHOS in a non-equilibrium geometry. The level of theory is ωB97M-V with the def2-TZVPD basis set.

XYZ file:
```
4
Properties=species:S:1:pos:R:3:forces:R:3
Cl -0.3397 2.4164 -1.9655 0.747 -0.724 -1.242
S -0.4921 1.0523 0.2666 0.405 1.007 -0.842
O 0.4119 2.3033 -3.3791 -1.119 -0.256 2.720
H -0.7139 -0.2735 0.2697 -0.034 -0.026 -0.636
```
Positions in Å, forces in eV/Å.

Its total charge is 0. As for the LUMO energy (alpha / beta): -3.74 / -3.74 eV. The value obtained for the relative energy (zero: lowest compared OMol25 entry of this formula, charge and spin) is 3.767 eV. The total energy comes out at -25415.7245 eV. For the HOMO-LUMO gap (alpha / beta), the calculation gives 6.338 / 6.398 eV.